Record 1
ORCA calculation (ωB97M-V with the def2-TZVPD basis set) on C24H21N7O10PtS2 as an isolated structure in a non-equilibrium geometry.

Geometry as ORCA input:
```
! RIJCOSX wB97M-V def2-TZVPD def2/J DEFGRID3
* xyz 0 1
Pt 1.63 0.23 0.43
S 0.89 -0.33 3.24
S -0.48 -2.31 -0.45
O -0.16 -3.70 -0.31
O 1.90 7.71 1.94
O 0.07 3.41 -3.16
O -1.25 -1.64 0.57
O 2.76 1.84 1.26
O 2.07 3.01 2.90
O 0.71 8.35 0.26
O 0.96 2.24 -0.85
O 0.38 0.54 2.06
O -1.15 5.13 -2.73
N 2.14 2.83 1.71
N -0.25 4.35 -2.46
N -3.34 -1.32 -5.53
N 2.75 -0.45 -1.14
N 0.92 -1.44 -0.50
N 1.24 7.49 0.94
N 1.98 -2.23 -2.52
C -2.65 -1.55 -4.35
C -1.66 -2.53 -4.29
C 1.63 5.11 1.28
C -0.19 -1.72 3.39
C 0.47 5.81 -0.71
C 1.02 3.40 -0.46
C -1.57 -1.58 3.48
C -1.30 -2.04 -1.97
C 3.71 -0.15 -2.00
C 1.59 3.80 0.83
C -0.40 -4.10 3.29
C 0.40 -2.97 3.29
C 1.11 6.10 0.50
C -2.66 -5.21 3.33
C -0.99 -2.79 -3.11
C 0.43 4.54 -1.17
C -2.35 -2.71 3.49
C -2.31 -1.08 -2.01
C -2.98 -0.84 -3.19
C 3.87 -0.90 -3.14
C 0.35 0.63 4.65
C 2.97 -1.94 -3.35
C -1.78 -3.98 3.39
C 1.88 -1.45 -1.45
H 3.05 -2.58 -4.22
H -3.43 -2.61 3.55
H 1.48 -3.05 3.17
H 4.37 0.67 -1.74
H 0.66 0.09 5.55
H -3.55 -5.09 3.95
H -0.24 -3.57 -3.05
H 0.86 1.58 4.57
H -1.43 -3.11 -5.18
H -2.94 -1.65 -6.38
H 4.66 -0.68 -3.85
H 0.02 6.60 -1.29
H -2.98 -5.38 2.30
H 0.05 -5.08 3.19
H -2.55 -0.54 -1.11
H -2.03 -0.60 3.50
H -0.73 0.75 4.61
H 2.10 5.34 2.22
H -3.77 -0.10 -3.22
H -2.12 -6.10 3.65
H -3.87 -0.47 -5.60
*
```

## Properties
- HOMO energy (spin up / spin down) (eV) = -8.25 / -8.25
- energy above the lowest of the compared OMol25 structures with the same formula, charge and spin (kJ/mol) = 46.2
- total energy (a.u.) = -2978.24173

Results of the Mulliken charge analysis, in e, for atoms 1 through 5: atom 1 (Pt): 1.23, atom 2 (S): 0.51, atom 3 (S): 1.42, atom 4 (O): -0.77, atom 5 (O): -0.63

Record 2
ORCA calculation (ωB97M-V with the def2-TZVPD basis set) on an isolated ion of composition C16H25F2N4O4S and charge +1 in a non-equilibrium geometry.

Geometry as ORCA input:
```
! RIJCOSX wB97M-V def2-TZVPD def2/J DEFGRID3
* xyz 1 1
S 0.93 -0.74 -3.03
F -0.41 -3.03 2.68
F -0.42 -5.01 -2.39
O -0.61 -0.54 3.54
O -1.38 4.62 1.36
O -2.60 -0.63 2.56
O -1.27 4.10 3.52
N 1.14 3.70 -1.20
N 2.19 1.54 -1.03
N 1.71 2.55 -3.19
N 0.25 -0.75 -1.43
C -0.32 -1.88 0.56
C -0.78 -0.68 1.05
C -1.06 3.76 2.38
C -0.38 -3.65 -2.40
C 0.80 -0.50 3.30
C -1.47 -4.13 0.80
C 0.70 -3.15 -1.39
C -1.32 1.76 0.91
C -0.17 1.69 -1.77
C 1.26 2.36 -1.82
C 0.20 -1.89 -0.72
C -0.75 0.50 0.30
C -0.21 0.44 -0.94
C -0.36 -3.19 1.33
C -1.40 -0.63 2.44
C -0.47 2.39 2.04
H -1.83 -3.75 -0.15
H -0.15 -0.57 -3.83
H -0.57 1.53 -2.78
H 0.59 -3.70 1.11
H 2.05 3.90 -0.80
H -0.82 2.44 -1.34
H -0.70 4.52 0.67
H -2.28 -4.19 1.53
H 3.13 1.78 -1.34
H -1.54 2.54 0.18
H 0.83 -3.97 -0.69
H 1.28 -0.43 4.28
H 1.03 4.40 -1.93
H 2.70 2.38 -3.30
H -1.35 -3.24 -2.11
H -2.28 1.50 1.36
H -0.51 1.83 2.96
H 1.17 2.03 -3.86
H -1.07 -5.13 0.63
H 1.18 -1.41 2.84
H 1.66 -2.99 -1.88
H -0.19 -3.25 -3.40
H 2.17 1.85 -0.06
H 1.13 0.36 2.72
H 0.57 2.57 1.73
*
```

## Properties
- HOMO energy (eV) = -12.82
- SMILES = COC(=O)c1c(CCC(=O)O)c(CC(N)(N)N)[n+](S)c(CCF)c1[C@H](C)F
- total energy (a.u.) = -1742.31993

Results of the Mulliken charge analysis, in e, for atoms 1 through 5: atom 1 (S): -0.19, atom 2 (F): -0.35, atom 3 (F): -0.31, atom 4 (O): -0.36, atom 5 (O): -0.51

Record 3
ORCA calculation (ωB97M-V with the def2-TZVPD basis set) on C33H19Br2Cl5IrN2OP as an isolated structure.

Geometry as ORCA input:
```
! RIJCOSX wB97M-V def2-TZVPD def2/J DEFGRID3
* xyz 0 1
Ir 1.22 -0.24 -1.67
Br -4.30 -4.53 -2.82
Br 1.19 -5.28 -1.73
Cl 7.39 2.02 -1.38
Cl 6.85 -0.95 -0.65
Cl 2.15 2.72 -2.41
Cl 3.97 -2.09 -0.78
Cl 5.03 3.85 -2.28
P 0.14 0.70 1.07
O 1.22 -2.20 -2.04
N -0.75 -0.59 -2.70
N 1.37 0.47 0.09
C -1.71 3.94 -0.54
C 3.45 1.67 -1.93
C -3.08 -2.55 0.67
C -0.66 2.32 0.92
C 5.79 1.39 -1.47
C 1.66 0.29 5.36
C -2.37 -2.40 -2.78
C -0.21 -4.10 -2.15
C -1.13 2.69 -0.34
C -0.73 3.23 1.97
C -1.51 -4.61 -2.34
C -3.01 -0.13 -3.28
C -1.79 4.83 0.52
C -1.72 -2.87 0.69
C 0.30 0.34 5.13
C 4.24 -0.44 -1.22
C 5.54 0.06 -1.15
C -3.35 -1.44 -3.12
C -1.18 -0.53 0.91
C -1.07 -1.91 -2.58
C 0.04 -2.75 -2.24
C -0.78 -1.86 0.80
C 0.72 0.56 2.77
C -2.54 -0.22 0.90
C -0.18 0.47 3.83
C 4.74 2.21 -1.87
C 3.16 0.35 -1.62
C -1.30 4.48 1.77
C -1.68 0.27 -3.06
C -3.49 -1.23 0.78
C 2.56 0.37 4.31
C 2.09 0.50 3.01
C -2.56 -3.79 -2.64
H -1.36 1.29 -3.19
H -3.74 0.61 -3.55
H -2.08 4.21 -1.52
H -1.40 -3.90 0.60
H -1.36 5.18 2.59
H -0.35 2.97 2.94
H -1.66 -5.68 -2.24
H -0.40 0.27 5.95
H -4.54 -0.98 0.76
H -3.81 -3.34 0.58
H 0.28 -2.10 0.79
H 2.77 0.56 2.16
H 2.03 0.18 6.38
H -1.04 2.00 -1.16
H -2.23 5.81 0.37
H 3.62 0.32 4.49
H -1.24 0.49 3.65
H -2.86 0.81 0.98
H -4.37 -1.77 -3.27
*
```

## Properties
- HOMO energy (spin up / spin down) (eV) = -7.66 / -7.66
- energy above the lowest of the compared OMol25 structures with the same formula, charge and spin (kJ/mol) = 0.0
- total energy (a.u.) = -9348.34984

Results of the Mulliken charge analysis, in e, for atoms 1 through 5: atom 1 (Ir): 0.92, atom 2 (Br): -0.19, atom 3 (Br): -0.12, atom 4 (Cl): -0.19, atom 5 (Cl): -0.19